DFT (wB97M-V/def2-TZVPD) results for a structure of composition C6H13BrN at a distorted geometry.

```
21
Properties=species:S:1:pos:R:3:forces:R:3
C 0.9199 -1.9657 1.2951 -0.535 0.650 -1.896
C -0.1345 -1.6211 0.4757 2.440 0.933 2.463
C -0.6986 -2.4091 -0.5855 0.300 -3.596 1.149
C -0.5500 2.2273 0.5632 -0.077 -0.257 4.142
C 1.0978 0.9458 -0.6844 -0.371 0.727 0.845
C -0.7111 -0.3025 0.7871 1.279 1.363 3.866
N -0.3165 0.8634 -0.1626 -1.976 2.559 -0.188
Br -2.7482 -0.3374 0.8975 1.892 0.253 -0.045
H 1.4078 -1.2760 2.0069 -0.825 -0.397 -0.153
H 1.5288 -2.8372 1.0952 -0.304 -0.329 0.000
H -1.6476 -2.8926 -0.2493 0.746 0.174 -0.433
H 0.0696 -3.1452 -0.8650 -0.548 -0.477 0.406
H -0.8393 -1.9882 -1.5006 -0.849 2.076 -2.395
H 0.3225 2.3613 1.3139 -0.874 -0.114 -1.802
H -0.7066 3.1483 -0.0495 0.214 -1.312 0.042
H -1.3692 2.1259 1.4000 0.924 0.012 -2.314
H 1.1818 0.2748 -1.4741 0.386 -1.152 -1.368
H 1.2891 1.9712 -0.9974 -0.345 -0.100 -0.283
H 1.8531 0.7589 0.0701 -0.355 -0.401 0.426
H -0.0450 -0.0847 2.0315 -2.778 0.226 -3.948
H -1.0409 0.9529 -0.9738 1.654 -0.837 1.487
```
Positions in Å, forces in eV/Å.

Output
HOMO = -13.839 eV
Kohn-Sham gap = 10.18 eV
Energy above the lowest of the compared OMol25 structures with the same formula, charge and spin = 49.4 kcal/mol
Total charge = +1
Spin multiplicity = 1